No. 1
Here is a 7-piece molecular cluster, C19H52O9 overall from the Open Molecules 2025 dataset. Energies are from wB97M-V/def2-TZVPD.

Structure (ORCA input):
```
! wB97M-V def2-TZVPD RIJCOSX def2/J DEFGRID3
* xyz 0 1
C 0.776 2.157 5.656
C 0.610 0.677 5.187
C 0.682 -0.297 6.291
O -0.696 0.694 4.623
H 1.804 2.200 5.772
H 0.115 2.462 6.472
H 0.496 2.842 4.694
H 1.309 0.733 4.400
H 0.227 0.075 7.176
H 1.717 -0.441 6.936
H 0.234 -1.197 6.107
H -0.650 0.237 3.783
C 1.722 -0.148 -5.703
C 2.519 0.690 -4.604
C 2.925 2.065 -5.009
O 1.527 0.724 -3.514
H 0.647 0.256 -5.819
H 1.558 -1.149 -5.469
H 2.376 -0.296 -6.535
H 3.344 0.118 -4.332
H 3.781 2.481 -4.449
H 2.080 2.912 -5.112
H 3.165 1.819 -6.030
H 1.562 -0.093 -3.054
C -1.903 4.155 -2.336
C -0.904 2.974 -2.424
C -1.614 1.620 -1.987
O -0.346 2.867 -3.742
H -1.562 5.151 -2.829
H -2.306 4.071 -1.253
H -2.877 3.981 -2.940
H -0.263 2.886 -1.583
H -1.808 1.614 -0.860
H -0.862 0.816 -1.856
H -2.481 1.402 -2.754
H 0.264 2.053 -3.766
C -2.146 3.607 2.222
C -0.590 3.909 2.113
C 0.188 2.719 1.724
O -0.430 4.885 1.033
H -2.888 4.349 2.261
H -2.125 2.916 2.968
H -2.392 3.121 1.476
H -0.330 4.420 3.113
H -0.025 2.379 0.758
H 0.087 2.002 2.633
H 1.109 3.024 1.571
H -0.578 5.779 1.387
C -1.060 -4.333 3.701
C -0.060 -4.470 2.510
C -0.765 -4.382 1.117
O 0.948 -3.368 2.587
H -0.704 -4.278 4.636
H -1.484 -5.207 3.979
H -1.851 -3.720 3.566
H 0.431 -5.610 2.408
H -1.476 -5.187 0.893
H -0.035 -4.723 0.373
H -1.307 -3.435 0.801
H 1.437 -3.666 3.322
O 0.661 -3.679 -2.930
C -0.652 -3.774 -3.502
C -1.283 -2.433 -3.163
O -2.627 -2.420 -3.476
H 1.312 -3.936 -3.391
H -0.576 -3.887 -4.565
H -1.126 -4.660 -3.282
H -0.579 -1.546 -3.673
H -1.241 -2.432 -1.946
H -3.189 -2.902 -2.699
O 0.265 -0.654 1.839
C 0.133 -0.728 0.424
C 1.430 -1.339 -0.230
O 1.257 -1.287 -1.627
H 0.494 -1.586 2.042
H -0.676 -1.280 0.173
H 0.186 0.271 -0.117
H 1.637 -2.478 0.115
H 2.381 -0.928 -0.119
H 1.083 -2.177 -2.127
*
```

## Properties
- HOMO level (eV) = -8.74
- SMILES = CC(C)O.CC(C)O.CC(C)O.CC(C)O.CC(C)O.OCCO.OCCO
- ΔE to the lowest compared entry with this formula, charge and spin (kcal per mole) = 230.0

***

No. 2
Here is C21H38AgN2O11 as an isolated structure from the Open Molecules 2025 dataset. Energies are from wB97M-V/def2-TZVPD.

Structure (ORCA input):
```
! wB97M-V def2-TZVPD RIJCOSX def2/J DEFGRID3
* xyz -5 1
Ag -0.230 1.001 1.461
C 0.375 2.282 5.108
O 0.738 1.459 5.955
O -0.558 3.071 5.424
O -0.005 1.930 4.024
C -2.278 -0.497 0.079
O -1.207 -0.189 -0.390
O -3.280 0.258 0.102
O -2.413 -1.218 1.035
C -1.482 4.210 1.990
O -1.662 3.039 1.922
O -1.904 4.542 3.111
O -2.290 4.767 1.220
C -2.038 3.754 -4.330
C -1.268 2.391 -4.057
C -0.336 2.338 -5.258
C 0.944 3.177 -5.302
C 1.578 3.152 -3.854
C 0.663 3.287 -2.565
N -0.538 2.393 -2.812
O -1.405 2.336 -1.675
C 1.438 2.501 -1.463
C 0.455 4.728 -2.218
C -2.314 1.254 -4.207
H -2.396 3.881 -5.352
H -1.286 4.540 -4.267
H -2.741 3.915 -3.512
H -0.205 1.265 -5.398
H -0.855 2.406 -6.214
H 0.603 4.212 -5.337
H 1.545 3.068 -6.205
H 2.446 3.796 -3.997
H 2.066 2.188 -3.709
H 2.503 2.723 -1.391
H 1.112 2.558 -0.424
H 1.376 1.430 -1.655
H 0.718 4.994 -1.195
H 1.096 5.360 -2.833
H -0.606 4.961 -2.120
H -1.841 0.277 -4.311
H -2.850 1.491 -5.125
H -3.047 1.350 -3.406
H -1.300 1.401 -1.485
C 2.697 -2.004 1.558
C 1.635 -3.130 1.699
C 2.497 -4.255 2.320
C 1.651 -5.468 2.898
C 0.768 -4.955 4.043
C -0.180 -3.885 3.333
N 0.612 -2.729 2.688
O 0.018 -1.493 2.331
C -1.214 -4.518 2.407
C -0.911 -3.304 4.613
C 1.067 -3.518 0.335
H 3.278 -1.743 2.443
H 3.465 -2.263 0.830
H 2.247 -1.062 1.244
H 2.839 -4.766 1.421
H 3.291 -3.882 2.967
H 1.225 -6.087 2.109
H 2.429 -6.052 3.392
H 1.299 -4.634 4.939
H 0.217 -5.867 4.268
H -2.034 -5.048 2.890
H -0.837 -5.189 1.634
H -1.799 -3.811 1.819
H -1.631 -2.515 4.397
H -0.317 -2.910 5.437
H -1.495 -4.121 5.036
H 0.140 -4.090 0.366
H 0.653 -2.610 -0.103
H 1.685 -4.107 -0.342
H -0.618 -1.763 1.665
*
```

## Properties
- HOMO level (eV) = 7.94
- ΔE to the lowest compared entry with this formula, charge and spin (kcal per mole) = 264.1

***

No. 3
Here is one molecule with the formula C23H26N6 from the Open Molecules 2025 dataset. Energies are from wB97M-V/def2-TZVPD.

Structure (ORCA input):
```
! wB97M-V def2-TZVPD RIJCOSX def2/J DEFGRID3
* xyz 0 1
C 0.099 -0.680 2.411
C 1.155 0.060 3.178
C 2.487 -0.386 3.233
N 3.615 -0.729 3.201
C 0.890 1.239 3.894
N 0.689 2.252 4.460
C -1.274 -0.313 2.949
C -1.800 0.955 2.713
C -3.079 1.255 3.192
C -3.768 0.322 3.974
C -3.197 -0.923 4.260
C -1.948 -1.251 3.733
H 0.309 -1.745 2.597
H -1.201 1.722 2.206
H -3.509 2.228 2.959
H -4.762 0.552 4.357
H -3.697 -1.648 4.904
H -1.447 -2.200 3.961
C -3.493 -2.088 -1.577
C -3.163 -0.617 -1.752
N -1.776 -0.352 -2.174
C -1.657 0.348 -3.436
C -0.294 0.207 -4.082
N 0.778 0.250 -3.121
C 2.086 0.602 -3.625
C 3.213 0.139 -2.726
N 2.915 0.402 -1.344
C 4.064 0.338 -0.421
C 4.174 1.510 0.539
C 1.645 0.133 -0.897
C 1.417 -0.139 0.440
N 0.195 -0.421 0.953
C -0.868 -0.527 0.094
C -0.727 -0.308 -1.284
C 0.564 0.029 -1.805
H -4.546 -2.179 -1.301
H -3.349 -2.640 -2.511
H -2.888 -2.556 -0.799
H -3.803 -0.199 -2.539
H -3.358 -0.070 -0.822
H -2.421 -0.053 -4.113
H -1.871 1.425 -3.299
H -0.246 -0.731 -4.659
H -0.145 1.025 -4.794
H 2.197 0.151 -4.614
H 2.156 1.696 -3.746
H 3.413 -0.934 -2.899
H 4.131 0.686 -2.963
H 4.016 -0.604 0.143
H 4.955 0.305 -1.056
H 5.044 1.339 1.179
H 4.332 2.444 -0.007
H 3.306 1.633 1.191
H 2.267 -0.179 1.096
H -1.824 -0.776 0.550
*
```

## Properties
- HOMO level (eV) = -6.62
- ΔE to the lowest compared entry with this formula, charge and spin (kcal per mole) = 47.6

***

No. 4
Here is a 10-piece molecular cluster, C49H67NO29 overall from the Open Molecules 2025 dataset. Energies are from wB97M-V/def2-TZVPD.

Structure (ORCA input):
```
! wB97M-V def2-TZVPD RIJCOSX def2/J DEFGRID3
* xyz 0 1
O -21.316 -15.617 21.045
C -21.035 -16.655 21.603
C -19.711 -17.248 21.554
C -19.396 -18.279 22.354
O -18.187 -18.845 22.405
C -20.412 -18.967 23.236
O -20.119 -19.954 23.864
C -21.766 -18.427 23.219
C -22.050 -17.372 22.453
O -23.305 -16.939 22.272
H -18.941 -16.884 20.882
H -17.530 -18.264 22.003
H -22.521 -18.976 23.763
H -23.212 -16.106 21.750
O -22.014 -12.073 24.489
C -22.969 -11.340 24.574
C -23.829 -11.406 25.767
C -25.007 -10.783 25.813
O -25.910 -10.988 26.776
C -25.449 -9.850 24.721
O -26.490 -9.259 24.822
C -24.546 -9.716 23.583
C -23.398 -10.397 23.468
O -22.694 -10.360 22.337
H -23.492 -12.043 26.573
H -26.671 -10.405 26.620
H -24.840 -8.993 22.830
H -21.760 -10.645 22.494
O -19.193 -15.621 25.376
C -20.133 -16.116 25.964
C -19.986 -16.934 27.154
C -21.024 -17.603 27.647
O -20.905 -18.422 28.683
C -22.413 -17.444 27.103
O -23.327 -18.091 27.570
C -22.592 -16.513 25.985
C -21.529 -15.949 25.427
O -21.658 -15.070 24.407
H -19.016 -17.076 27.617
H -21.804 -18.624 28.998
H -23.587 -16.164 25.747
H -20.922 -14.441 24.498
O -16.767 -14.010 18.684
C -16.237 -12.936 18.469
C -16.906 -11.658 18.585
C -16.226 -10.518 18.412
O -16.789 -9.330 18.502
C -14.740 -10.502 18.125
O -14.174 -9.434 18.101
C -14.123 -11.784 17.805
C -14.794 -12.909 18.035
O -14.262 -14.102 17.752
H -17.968 -11.651 18.802
H -16.101 -8.670 18.702
H -13.086 -11.824 17.502
H -14.914 -14.796 17.942
O -14.911 -10.917 26.364
C -15.068 -12.114 26.448
C -14.019 -13.076 26.753
C -14.272 -14.358 27.034
O -13.335 -15.223 27.402
C -15.691 -14.892 27.025
O -15.876 -16.046 27.334
C -16.731 -13.965 26.602
C -16.468 -12.684 26.373
O -17.414 -11.811 26.058
H -12.995 -12.716 26.794
H -13.772 -16.093 27.470
H -17.745 -14.342 26.564
H -17.015 -10.924 26.139
C -18.305 -13.998 22.643
N -19.023 -12.883 22.063
C -19.571 -13.088 20.729
C -19.365 -11.843 22.826
O -20.144 -10.955 22.497
H -18.937 -14.883 22.533
H -17.995 -13.806 23.664
H -17.395 -14.173 22.055
H -20.294 -13.909 20.788
H -20.083 -12.173 20.445
H -18.806 -13.345 20.001
H -18.894 -11.891 23.816
C -18.858 -12.550 17.167
O -20.000 -12.282 17.954
C -20.944 -13.329 17.937
C -22.061 -13.030 18.907
O -23.172 -12.437 18.296
C -22.975 -11.079 18.030
H -18.103 -13.093 17.745
H -18.445 -11.577 16.892
H -19.125 -13.070 16.244
H -20.418 -14.261 18.215
H -21.360 -13.574 16.947
H -21.652 -12.348 19.667
H -22.402 -13.919 19.432
H -23.882 -10.641 17.618
H -22.140 -10.900 17.341
H -22.735 -10.512 18.946
C -27.084 -11.605 22.298
O -26.729 -12.955 22.220
C -26.440 -13.374 20.914
C -25.555 -14.604 20.907
O -24.167 -14.354 21.022
C -23.687 -13.592 22.114
H -27.273 -11.376 23.342
H -27.974 -11.372 21.701
H -26.273 -10.975 21.906
H -26.060 -12.607 20.225
H -27.339 -13.730 20.364
H -25.695 -15.147 19.976
H -25.887 -15.247 21.738
H -23.620 -14.248 22.987
H -24.300 -12.709 22.286
H -22.684 -13.283 21.821
C -20.848 -5.991 18.716
O -21.851 -6.018 19.730
C -21.972 -7.242 20.378
C -20.847 -7.576 21.318
O -19.642 -7.947 20.685
C -19.699 -9.213 19.989
H -20.788 -6.944 18.177
H -19.851 -5.848 19.148
H -21.111 -5.165 18.063
H -22.106 -8.059 19.644
H -22.918 -7.273 20.928
H -21.123 -8.359 22.032
H -20.647 -6.683 21.922
H -20.634 -9.752 20.124
H -18.837 -9.731 20.395
H -19.576 -8.972 18.931
C -12.198 -12.834 21.139
O -12.526 -11.597 20.571
C -12.698 -10.532 21.467
C -13.974 -10.612 22.274
O -15.081 -10.462 21.406
C -16.252 -10.108 22.097
H -12.920 -13.149 21.901
H -11.185 -12.854 21.567
H -12.196 -13.569 20.333
H -12.689 -9.642 20.840
H -11.862 -10.499 22.183
H -13.950 -9.823 23.028
H -14.028 -11.604 22.736
H -16.666 -10.937 22.682
H -16.986 -9.737 21.377
H -16.116 -9.228 22.746
*
```

## Properties
- HOMO level (eV) = -8.93
- SMILES = O=C1C=C(O)C(=O)C=C1O.O=C1C=C(O)C(=O)C=C1O.O=C1C=C(O)C(=O)C=C1O.O=C1C=C(O)C(=O)C=C1O.O=C1C=C(O)C(=O)C=C1O.CN(C)C=O.COCCOC.COCCOC.COCCOC.COCCOC

***

No. 5
Here is one molecule with the formula C13H20O3 from the Open Molecules 2025 dataset. Energies are from wB97M-V/def2-TZVPD.

Structure (ORCA input):
```
! wB97M-V def2-TZVPD RIJCOSX def2/J DEFGRID3
* xyz 0 1
C 2.020 2.921 -3.779
C 0.563 2.451 -3.953
C -0.133 2.203 -2.653
C -0.759 1.013 -2.359
C -1.495 0.769 -1.044
C -0.581 -0.007 -0.035
C -0.452 -1.493 -0.454
O 0.120 -1.945 -1.443
C -1.273 -2.423 0.463
C -2.011 -1.458 1.376
C -1.256 -0.118 1.364
C -0.197 0.026 2.477
C 0.838 -1.117 2.653
O 1.738 -1.140 1.848
O 0.775 -1.928 3.742
C 2.047 -2.343 4.251
H 2.514 2.956 -4.750
H 2.572 2.205 -3.157
H 2.094 3.914 -3.305
H 0.578 1.547 -4.556
H -0.023 3.172 -4.501
H -0.202 3.005 -1.925
H -0.743 0.183 -3.049
H -1.852 1.715 -0.584
H -2.405 0.229 -1.312
H 0.398 0.465 0.032
H -1.986 -3.033 -0.101
H -0.609 -3.111 1.025
H -2.094 -1.841 2.391
H -3.025 -1.272 1.012
H -1.941 0.753 1.495
H 0.346 0.963 2.228
H -0.743 0.204 3.425
H 1.917 -2.997 5.130
H 2.671 -1.490 4.520
H 2.586 -2.982 3.527
*
```

## Properties
- HOMO level (eV) = -8.88
- SMILES = CC/C=C/C[C@@H]1C(=O)CC[C@H]1CC(=O)OC
- ΔE to the lowest compared entry with this formula, charge and spin (kcal per mole) = 0.0

***

No. 6
Here is C23H28AsIrN3Se3Te as an isolated structure from the Open Molecules 2025 dataset. Energies are from wB97M-V/def2-TZVPD.

Structure (ORCA input):
```
! wB97M-V def2-TZVPD RIJCOSX def2/J DEFGRID3
* xyz 1 5
Ir 0.350 0.274 0.427
Se -0.742 -1.589 -0.808
Se 0.798 -3.019 -1.637
Te 2.980 -1.820 -1.586
Se 2.692 -0.298 0.342
C 0.416 3.151 1.828
N -0.070 3.855 0.653
C 0.632 5.111 0.370
C -0.680 3.183 -0.353
N -0.608 1.868 -0.479
N -1.382 3.921 -1.248
C -1.775 3.345 -2.525
C -2.108 5.129 -0.860
H 0.774 3.896 2.537
H 1.255 2.482 1.600
H -0.388 2.592 2.300
H 1.710 4.935 0.346
H 0.413 5.846 1.144
H 0.331 5.511 -0.591
H -1.251 1.528 -1.179
H -0.991 2.697 -2.913
H -1.924 4.151 -3.241
H -2.712 2.782 -2.451
H -1.964 5.335 0.196
H -3.174 4.976 -1.038
H -1.779 5.991 -1.442
C 1.426 0.518 6.682
C 2.020 0.934 5.500
C 1.393 0.673 4.286
C 0.178 0.000 4.268
C -0.416 -0.428 5.451
C 0.212 -0.163 6.658
As -0.666 -0.367 2.599
C -1.117 -2.235 2.709
C -2.429 -2.687 2.738
C -2.682 -4.056 2.754
C -1.629 -4.958 2.740
C -0.316 -4.501 2.716
C -0.057 -3.138 2.698
C -2.357 0.576 2.674
C -2.612 1.514 3.668
C -3.778 2.274 3.622
C -4.687 2.102 2.588
C -4.431 1.168 1.589
C -3.265 0.416 1.626
H 1.914 0.716 7.628
H 2.971 1.450 5.519
H 1.862 0.983 3.359
H -1.353 -0.971 5.436
H -0.242 -0.494 7.584
H -3.257 -1.993 2.764
H -3.704 -4.411 2.782
H -1.830 -6.022 2.752
H 0.506 -5.205 2.708
H 0.969 -2.791 2.667
H -1.917 1.654 4.485
H -3.976 2.996 4.404
H -5.596 2.690 2.561
H -5.141 1.024 0.784
H -3.075 -0.302 0.836
*
```

## Properties
- HOMO level (spin up / spin down) (eV) = -9.87 / -10.49
- expectation value of S² = 6.0202